{
  "formula": "C38H48Br2N3O9P2W",
  "method": "ωB97M-V with the def2-TZVPD basis set",
  "symbols": ["W", "Br", "Br", "P", "P", "O", "O", "O", "O", "O", "O", "O", "O", "O", "N", "N", "N", "C", "C", "C", "C", "C", "C", "C", "C", "C", "C", "C", "C", "C", "C", "C", "C", "C", "C", "C", "C", "C", "C", "C", "C", "C", "C", "C", "C", "C", "C", "C", "C", "C", "C", "C", "C", "C", "C", "H", "H", "H", "H", "H", "H", "H", "H", "H", "H", "H", "H", "H", "H", "H", "H", "H", "H", "H", "H", "H", "H", "H", "H", "H", "H", "H", "H", "H", "H", "H", "H", "H", "H", "H", "H", "H", "H", "H", "H", "H", "H", "H", "H", "H", "H", "H", "H"],
  "positions_angstrom": [[0.5212, 0.0288, 1.2025], [-1.2983, 6.1430, 3.4196], [-5.7762, -0.2549, 3.6000], [2.9654, -0.5226, 2.2144], [0.8943, -1.3417, 3.8810], [0.3260, -2.2623, 2.6907], [0.5586, -1.7915, 5.2050], [2.3668, 0.8693, 2.0004], [2.1344, -1.2356, 1.0926], [-0.7971, 0.8461, -0.1868], [0.4322, 0.0071, 3.2110], [2.5218, -1.2186, 3.5681], [0.0692, -1.4758, -0.0783], [4.4789, -0.6428, 2.0989], [0.0225, 2.0495, 1.8181], [1.5225, 0.6921, -0.5281], [-1.5645, -0.1113, 1.8107], [0.8519, 3.0991, 1.7320], [-3.5794, -1.2914, 2.1707], [1.7993, -4.5884, -0.4496], [-2.6672, 2.6817, -1.7684], [-0.4238, 3.8472, -2.2515], [-3.3157, 0.9569, 2.9692], [0.8085, -1.5839, -1.0868], [-3.3292, 2.7577, -0.3876], [-0.3480, 1.8731, -0.9904], [-1.6019, 3.3985, 2.8829], [-0.7553, 4.4988, 2.7767], [0.9714, 3.9860, -2.2527], [1.2148, -1.7976, -5.9504], [-1.1971, 2.1820, 2.3949], [-2.9944, 1.3282, -2.4163], [1.7253, 2.9786, -1.6527], [-4.0852, -0.1977, 2.8570], [0.7125, 6.1849, -3.4900], [0.6101, -5.1350, -2.5902], [-0.6816, -4.2552, -0.6584], [0.9762, -2.7505, -1.8807], [2.6014, 5.8501, -1.9049], [1.6921, 5.1553, -2.9275], [1.8620, -0.0474, -2.8084], [1.4840, -2.4675, -3.1019], [-3.2522, 3.7916, -2.6433], [1.4790, -0.2462, -1.4693], [0.4884, 4.3449, 2.1880], [0.6629, -4.1739, -1.3985], [-2.3024, -1.2151, 1.6606], [2.3697, 0.3987, -5.5705], [-2.0553, 0.9826, 2.4218], [2.2450, -1.0442, -5.0809], [-1.1466, 2.8092, -1.6466], [1.8401, -1.1174, -3.6405], [1.0204, 1.9515, -1.0834], [2.5422, 4.6013, -4.0824], [3.6211, -1.7522, -5.1743], [1.1782, 5.1716, 2.0932], [-0.1034, -4.8084, -3.3505], [1.8195, 2.9368, 1.2899], [1.2308, -2.8765, -5.7905], [3.5806, -2.7939, -4.8457], [-0.8779, -5.2979, -0.4097], [0.0834, 5.7686, -4.2803], [5.0101, -1.0555, 2.8013], [-4.4152, 2.7435, -0.5005], [-1.5129, -3.9034, -1.2751], [1.4553, 0.9721, -5.3956], [-3.0494, 1.9068, 0.2334], [0.2903, -6.1153, -2.2390], [-2.6119, 0.4912, -1.8259], [1.4662, -1.6313, -6.9974], [-0.9929, 4.6144, -2.7550], [1.5867, -5.2799, -3.0573], [-3.7219, 1.8213, 3.4726], [3.3200, 3.9206, -3.7241], [-2.5734, 3.5155, 3.3387], [3.0418, 5.4207, -4.6016], [2.0187, 6.2603, -1.0757], [2.8090, 2.9874, -1.6598], [-3.1019, 4.7829, -2.2103], [3.1308, 6.6784, -2.3776], [1.6281, -5.6087, -0.1041], [1.8501, -3.9383, 0.4295], [-3.0603, 3.6844, 0.1278], [-2.5748, 1.2666, -3.4230], [1.2743, 7.0112, -3.9264], [4.3809, -1.2302, -4.5906], [-0.6754, -3.6935, 0.2766], [0.2049, -3.2059, 2.8808], [2.5543, 0.3909, -6.6438], [-4.0765, 1.2106, -2.4996], [3.2095, 0.9222, -5.1060], [-4.1568, -2.1957, 2.0414], [-1.8619, -2.0437, 1.1292], [2.7685, -4.5627, -0.9519], [1.9233, 4.0728, -4.8119], [-2.8332, 3.7851, -3.6514], [1.6338, -3.2966, -3.7803], [2.1932, 0.9253, -3.1346], [3.3578, 5.1741, -1.4979], [3.9290, -1.7511, -6.2212], [0.1972, -1.4325, -5.7948], [0.0672, 6.6040, -2.7141], [-4.3277, 3.6381, -2.7379]],
  "atomic_forces_ev_per_a": [[-1.7, 2.1, -0.1], [-0.1, 0.2, 0.1], [-0.2, 0.0, 0.1], [-0.4, -0.2, 0.1], [-0.2, 0.1, -0.2], [0.0, -0.4, 0.0], [0.3, 0.4, 0.0], [0.1, -0.1, -0.1], [0.1, 0.1, 0.4], [0.4, 0.1, -0.1], [0.2, -0.8, 0.5], [0.1, 0.1, -0.2], [0.1, -0.5, 0.2], [0.1, 0.1, -0.1], [0.5, -0.4, 0.1], [-0.5, -0.7, -0.5], [0.7, -0.5, -0.2], [-0.2, 0.1, 0.0], [0.1, -0.2, -0.1], [0.0, 0.0, 0.0], [0.1, 0.0, 0.0], [0.0, 0.2, -0.1], [0.0, 0.1, 0.0], [0.6, 0.4, -0.2], [0.0, 0.1, 0.1], [-0.5, 0.1, 0.1], [-0.1, 0.0, 0.0], [0.0, 0.1, 0.0], [-0.2, 0.1, -0.1], [0.0, 0.0, 0.0], [0.0, 0.0, -0.1], [0.0, -0.1, 0.0], [0.1, -0.1, -0.1], [-0.1, 0.0, 0.0], [0.0, 0.0, 0.0], [0.1, -0.1, 0.0], [-0.1, 0.1, -0.1], [-0.2, -0.1, -0.1], [0.0, 0.0, 0.1], [-0.1, 0.0, 0.0], [-0.2, 0.0, 0.1], [0.1, 0.2, -0.4], [-0.1, 0.0, 0.0], [0.6, -0.1, 0.0], [0.1, 0.0, -0.1], [-0.1, 0.1, 0.0], [-0.3, 0.1, 0.1], [0.1, 0.0, 0.0], [-0.1, 0.1, 0.0], [0.0, -0.1, 0.0], [0.1, 0.1, 0.0], [-0.1, -0.5, 0.0], [0.6, 0.0, 0.3], [0.0, 0.0, 0.0], [0.0, 0.0, -0.1], [0.0, 0.0, 0.0], [0.0, 0.0, 0.0], [0.0, 0.0, 0.0], [0.0, 0.0, 0.0], [0.0, 0.1, 0.0], [0.0, 0.0, 0.0], [0.0, 0.0, 0.0], [0.0, 0.0, 0.0], [0.0, 0.0, 0.0], [0.0, 0.0, 0.0], [0.0, -0.1, 0.0], [0.0, 0.0, 0.0], [0.0, 0.0, 0.0], [0.0, 0.0, 0.0], [0.0, 0.0, 0.0], [0.0, 0.0, 0.0], [0.0, 0.0, 0.0], [0.0, 0.0, 0.0], [0.0, 0.0, 0.0], [0.0, 0.0, 0.0], [0.0, 0.0, 0.0], [0.0, 0.0, 0.0], [0.0, 0.0, 0.0], [0.0, 0.0, 0.0], [0.0, 0.0, 0.0], [0.0, 0.0, 0.0], [0.0, 0.0, 0.0], [0.0, 0.0, 0.0], [0.0, 0.0, 0.0], [0.0, 0.0, 0.0], [0.0, 0.0, 0.0], [0.0, 0.0, 0.0], [0.1, 0.0, 0.0], [0.0, 0.0, 0.0], [0.0, 0.0, 0.0], [0.0, 0.0, 0.0], [0.0, 0.0, 0.0], [0.0, 0.0, 0.0], [0.0, 0.0, 0.0], [0.0, 0.0, 0.0], [0.0, 0.0, 0.0], [0.0, 0.1, 0.0], [0.0, 0.0, 0.0], [0.0, 0.0, 0.0], [0.0, 0.0, 0.0], [0.0, 0.0, 0.0], [0.0, 0.0, 0.0], [0.0, 0.0, 0.0]],
  "lowdin_charge": [2.1011, 0.9513, 0.9529, 0.3539, 0.3700, -0.1360, -0.1268, -0.2831, -0.3158, -0.2033, -0.3779, -0.1751, -0.0838, 0.0413, -0.0195, 0.0300, -0.0431, -0.0542, -0.0336, -0.0110, -0.5260, 0.0761, -0.0074, -0.1408, -0.0195, -0.2324, -0.0121, -0.6516, -0.1256, -0.0092, -0.1674, -0.0244, 0.0258, -0.6489, -0.0483, -0.0334, -0.0237, -0.0556, -0.0339, -0.5532, 0.0838, 0.1489, -0.0436, -0.0872, -0.0310, -0.5196, -0.0551, -0.0376, -0.1904, -0.5431, -0.0517, -0.0590, -0.2277, -0.0331, 0.0028, 0.1314, 0.1063, 0.1221, 0.0872, 0.0914, 0.1055, 0.0949, 0.1581, 0.1031, 0.1078, 0.0991, 0.0585, 0.1059, 0.0720, 0.1064, 0.0961, 0.0979, 0.1249, 0.0784, 0.1237, 0.1001, 0.0902, 0.1372, 0.0985, 0.1000, 0.1070, 0.0735, 0.0959, 0.0972, 0.1003, 0.1010, 0.0519, 0.1382, 0.1047, 0.0996, 0.0936, 0.1314, 0.1052, 0.1031, 0.0906, 0.0989, 0.1143, 0.1237, 0.0788, 0.1122, 0.1030, 0.0959, 0.1007],
  "total_charge": 3,
  "gap_ev": 4.6,
  "e_lumo_ev": -11.4,
  "e_above_lowest_kj_mol": 186.38,
  "total_energy_ev": -223553.1136
}